DFT (wB97M-V/def2-TZVPD) results for a structure of composition C14H25N4O3PSW in a non-equilibrium geometry.

Positions of all 49 atoms, in Å:
W1 -0.2775 0.0169 1.2890
N1 2.0222 -0.0322 1.5696
C1 2.7065 0.9931 0.7403
C2 1.9466 1.0939 -0.5544
O1 2.3012 1.3795 -1.6276
N2 0.4716 0.6218 -0.3522
C3 -0.0105 -0.0780 -1.5490
C4 -0.3446 -1.5244 -1.1888
O2 -0.6331 -2.4573 -1.7760
O3 -0.4134 -1.5553 0.4309
H1 2.3513 0.0172 2.5341
H2 2.3036 -0.9637 1.2440
H3 3.7489 0.7489 0.5286
H4 2.6830 1.9537 1.2579
H5 0.7345 -0.0705 -2.3499
H6 -0.9355 0.3638 -1.9268
C5 -3.6273 -1.1977 -1.0638
C6 -3.9613 -0.1277 -0.0353
P1 -2.7707 0.2534 1.2875
C7 -3.4052 1.6169 2.3069
C8 -4.9331 1.6117 2.4996
C9 -2.4557 -1.2939 2.2844
C10 -3.2787 -1.3756 3.5797
H7 -4.5442 -1.4456 -1.5993
H8 -3.2637 -2.1267 -0.6236
H9 -2.9240 -0.8294 -1.8098
H10 -4.8351 -0.3990 0.5748
H11 -4.1995 0.8364 -0.4957
H12 -3.0963 2.5390 1.8033
H13 -2.8809 1.5621 3.2645
H14 -5.4608 1.7540 1.5585
H15 -5.1902 2.4506 3.1453
H16 -5.2909 0.7036 2.9809
H17 -1.3886 -1.4769 2.5835
H18 -2.6342 -2.1106 1.5775
H19 -3.0888 -0.5459 4.2592
H20 -3.0238 -2.3048 4.0894
H21 -4.3415 -1.4053 3.3417
S1 -0.0697 0.3749 3.7430
C11 0.0738 2.0307 3.2575
N3 0.3105 3.0884 4.0543
C12 0.3540 4.3466 3.5509
C13 0.1739 4.5459 2.1942
C14 -0.0385 3.4312 1.3995
N4 -0.0921 2.1977 1.9472
H22 0.4525 2.9515 5.0584
H23 0.5362 5.1424 4.2679
H24 0.2043 5.5443 1.7746
H25 -0.1733 3.5041 0.3256

Forces on atoms 1 to 2 (eV/Å):
0.532 -0.889 -0.474
0.014 0.315 0.033

The HOMO energy comes out at -23.5 eV. For the energy, the calculation gives -1798.20889 hartree. As for the orbital gap: 0.26742 Eh. The value obtained for the energy relative to the best compared isomer or geometry (same formula, charge and spin) is 42.0 kcal per mole. As for the net charge: +4. Its LUMO energy is -16.1866 eV. The value obtained for the largest force on an atom is 0.02216 hartree/bohr.

DFT (wB97M-V/def2-TZVPD) results for a cluster of 11 separate species, H22O11 in total.

Positions of all 33 atoms, in Å:
O1 -0.2128 2.2818 2.2854
H1 -1.0870 2.4025 1.9145
H2 0.1893 1.6078 1.7374
O2 0.1240 -0.0813 0.1051
H3 0.3195 0.6992 -0.4134
H4 -0.6959 -0.4132 -0.2605
O3 2.4206 0.9816 -3.0625
H5 2.3631 1.7631 -3.6122
H6 1.5101 0.7486 -2.8806
O4 -0.9807 -0.9243 3.1694
H7 -1.4700 -1.7465 3.1975
H8 -0.5353 -0.9390 2.3222
O5 3.3106 1.4441 -0.3669
H9 3.9617 2.1417 -0.4428
H10 2.9440 1.3613 -1.2472
O6 2.5189 -1.5189 0.3462
H11 2.5065 -2.0046 1.1709
H12 1.8270 -0.8646 0.4426
O7 -1.9381 -3.2107 0.8012
H13 -2.4996 -3.7009 0.2007
H14 -1.6776 -2.4340 0.3061
O8 -0.4932 1.1404 -3.0420
H15 -0.7159 2.0636 -2.9221
H16 -1.1038 0.8312 -3.7111
O9 -4.1778 -0.4234 1.0690
H17 -4.0252 -1.2758 1.4769
H18 -3.5362 -0.3783 0.3601
O10 2.7372 0.9891 2.2154
H19 3.5451 0.5323 2.4497
H20 2.7651 1.0515 1.2606
O11 -2.5000 -0.7967 -1.2662
H21 -2.3611 -1.2829 -2.0790
H22 -3.0327 -0.0445 -1.5246

Forces on atoms 1 to 2 (eV/Å):
0.023 0.446 -0.013
-0.280 -0.045 0.041

The HOMO energy comes out at -10.0 eV. For the energy, the calculation gives -840.80961 hartree. As for the orbital gap: 0.33549 Eh. The value obtained for the energy relative to the best compared isomer or geometry (same formula, charge and spin) is 44.3 kcal per mole. Its LUMO energy is -0.9117 eV. The SMILES is O.O.O.O.O.O.O.O.O.O.O. The value obtained for the largest force on an atom is 0.01791 hartree/bohr.

DFT (wB97M-V/def2-TZVPD) results for a cluster of 5 separate species, C14H27N3O5 in total.

Positions of all 49 atoms, in Å:
C1 5.8530 -2.8145 1.1773
C2 4.9023 -1.8131 0.5777
C3 5.3760 -0.5661 0.1223
C4 4.5438 0.3944 -0.4046
C5 5.0921 1.7181 -0.8624
C6 3.1635 0.1080 -0.4871
N1 2.3015 1.0466 -1.0044
C7 1.0576 0.7417 -1.0477
O1 0.1553 1.6221 -1.6062
C8 0.5436 -0.5421 -0.5961
N2 -0.8324 -0.7150 -0.6486
N3 1.3340 -1.4475 -0.1092
C9 2.6700 -1.1427 -0.0353
C10 3.5576 -2.0890 0.4906
H1 6.8684 -2.6768 0.8103
H2 5.5179 -3.8300 0.9682
H3 5.8698 -2.7031 2.2647
H4 6.4395 -0.3626 0.2006
H5 5.8140 1.5849 -1.6678
H6 5.6005 2.2100 -0.0299
H7 4.2950 2.3768 -1.1950
H8 -0.3838 2.0494 -0.9194
H9 -1.2199 -0.1760 -1.4169
H10 -1.0789 -1.6900 -0.7961
H11 3.1580 -3.0356 0.8362
C11 -3.3615 1.5365 0.8211
O2 -2.0287 1.7892 0.3940
H12 -3.9560 2.4061 0.5489
H13 -3.7737 0.6588 0.3143
H14 -3.4146 1.3929 1.9015
H15 -1.5028 1.0104 0.6156
C12 -3.3313 0.4566 -3.9134
O3 -2.6518 0.7525 -2.6982
H16 -4.1429 -0.2282 -3.6722
H17 -3.7656 1.3540 -4.3591
H18 -2.6726 -0.0221 -4.6423
H19 -1.9345 1.3678 -2.8876
C13 -3.8713 2.9009 4.6753
O4 -3.2101 1.6879 4.3369
H20 -4.6766 3.0333 3.9566
H21 -4.3024 2.8604 5.6788
H22 -3.1995 3.7603 4.6082
H23 -2.4907 1.5529 4.9593
C14 -3.8516 -2.9167 -0.5774
O5 -2.9970 -2.7308 -1.7015
H24 -3.5259 -3.8263 -0.0792
H25 -3.7762 -2.0844 0.1276
H26 -4.8947 -3.0373 -0.8800
H27 -3.2664 -1.9221 -2.1486

Forces on atoms 1 to 2 (eV/Å):
-0.211 0.065 0.142
-0.045 0.077 -0.092

The HOMO energy comes out at -8.2 eV. For the energy, the calculation gives -1090.10439 hartree. As for the orbital gap: 0.32322 Eh. The value obtained for the energy relative to the best compared isomer or geometry (same formula, charge and spin) is 54.3 kcal per mole. Its LUMO energy is 0.5806 eV. The SMILES is Cc1cc(C)c2nc(O)c(N)nc2c1.CO.CO.CO.CO. The value obtained for the largest force on an atom is 0.01532 hartree/bohr.

Question: What is the energy relative to the best compared isomer or geometry (same formula, charge and spin) in the first record?
Answer: 42.0 kcal per mole